Record 1
ORCA calculation (ωB97M-V with the def2-TZVPD basis set) on the molecule C3H2O3.

Structure (XYZ):
```
8
Properties=species:S:1:pos:R:3:forces:R:3
C 1.2614 -0.7697 1.0637 0.24 0.18 0.43
O -1.5761 0.1512 -1.8894 0.29 0.55 0.44
O 0.2470 0.5793 -0.5730 -0.13 -0.51 0.37
H 1.4738 -1.7839 0.6574 0.08 0.10 0.04
C 0.0687 -0.1460 0.4852 0.16 0.02 0.03
C -1.1496 0.7313 -0.9552 -0.58 -0.13 -0.76
H -1.6485 1.3882 -0.2381 -0.01 -0.01 -0.14
O 1.8332 -0.2976 2.0215 -0.06 -0.20 -0.41
```
Forces are in eV/Å.

Values from the calculation:
HOMO-LUMO gap: 9.2 eV
multiplicity: 1
molecular weight: 86.0 g mol⁻¹
E: -9281.8213 eV
LUMO: -0.44 eV
energy relative to the best compared isomer or geometry (same formula, charge and spin): 357.49 kJ/mol


Record 2
ORCA calculation (ωB97M-V with the def2-TZVPD basis set) on a cluster of 2 separate species, C3H2O3 in total.

Structure (XYZ):
```
8
Properties=species:S:1:pos:R:3:forces:R:3
O -1.8728 0.7414 -1.0511 0.41 -0.28 -2.57
C 0.8613 -1.2787 0.1049 -1.99 -3.25 0.35
H 1.4608 0.6671 0.6707 -0.29 -0.77 -0.33
H 1.6992 0.1223 -1.0692 0.10 0.04 -0.61
O -1.9532 1.1852 1.1795 0.37 0.60 1.93
C 1.2885 -0.0922 -0.1095 1.13 2.36 0.64
O 0.3610 -2.3392 0.2177 1.06 1.64 0.00
C -1.8448 0.9941 0.0572 -0.78 -0.33 0.58
```
Forces are in eV/Å.

Values from the calculation:
HOMO-LUMO gap: 10.3 eV
multiplicity: 1
molecular weight: 86.0 g mol⁻¹
E: -9285.3807 eV
LUMO: 0.53 eV
energy relative to the best compared isomer or geometry (same formula, charge and spin): 14.06 kJ/mol
SMILES: C=C=O.O=C=O


Record 3
ORCA calculation (ωB97M-V with the def2-TZVPD basis set) on the molecule C3H2O3.

Structure (XYZ):
```
8
Properties=species:S:1:pos:R:3:forces:R:3
C 0.3869 -2.1342 -1.8888 -0.69 -0.47 -1.22
O -0.4808 -0.7132 0.0571 0.23 -1.49 -0.31
H 1.2576 -0.2769 -0.8123 -0.64 -0.34 -1.20
C 0.4885 -1.0748 -0.9028 1.63 4.38 1.93
O 0.5368 1.2702 0.7723 0.58 -1.43 -0.32
H -1.2480 0.6329 1.2367 -0.94 -0.36 1.03
C -0.3069 0.4179 0.7871 -0.38 1.60 -0.97
O 1.1535 -2.2987 -0.8729 0.20 -1.89 1.06
```
Forces are in eV/Å.

Values from the calculation:
HOMO-LUMO gap: 10.3 eV
multiplicity: 1
molecular weight: 86.0 g mol⁻¹
E: -9281.4434 eV
LUMO: -0.09 eV
energy relative to the best compared isomer or geometry (same formula, charge and spin): 393.95 kJ/mol


Record 4
ORCA calculation (ωB97M-V with the def2-TZVPD basis set) on the molecule C3H2O3.

Structure (XYZ):
```
8
Properties=species:S:1:pos:R:3:forces:R:3
C -0.5694 0.7662 0.9409 0.01 -0.21 0.61
O -0.3616 0.1631 1.9619 -0.15 0.35 -0.69
H -1.0859 1.7427 0.8938 0.05 -0.01 0.07
O -0.7534 0.6844 -1.4256 0.19 -0.19 0.45
O 1.7173 -1.0433 0.1265 -0.45 0.08 -0.31
H 0.5521 -1.6027 -1.4443 0.02 0.04 0.08
C -0.2353 0.2110 -0.4421 -0.22 0.19 -0.35
C 0.7529 -0.9358 -0.5835 0.54 -0.25 0.15
```
Forces are in eV/Å.

Values from the calculation:
HOMO-LUMO gap: 8.6 eV
multiplicity: 1
molecular weight: 86.0 g mol⁻¹
E: -9284.0014 eV
LUMO: -1.42 eV
energy relative to the best compared isomer or geometry (same formula, charge and spin): 147.14 kJ/mol
SMILES: O=CC(=O)C=O